Entry 1:
98
Properties=species:S:1:pos:R:3:forces:R:3 method="wB97M-V/def2-TZVPD" homo_energy_ev=-0.584 charge=-2 energy_ha=-7245.7933
Pt 0.088100 -0.060600 -0.159900 0.01 -0.35 -0.18
O -4.518500 -1.734200 2.355300 -0.29 -0.88 -0.05
C -4.123400 -0.375000 2.246900 0.20 0.74 -0.10
C -4.080800 0.140700 0.795800 -0.29 -0.08 0.00
C -5.508600 0.087700 0.207600 0.22 0.37 0.10
O -6.054600 -1.209600 0.122000 -0.34 -0.55 0.14
C -3.638100 1.610700 0.757300 0.11 0.42 0.06
Se -2.756300 2.377600 2.332000 0.34 0.43 0.48
C -3.201800 -0.836100 -0.008800 0.06 -0.17 -0.37
Se -2.024300 -0.158200 -1.440100 0.67 -0.28 0.69
H -3.814700 -2.264100 1.960000 0.01 -0.06 0.09
H -3.140900 -0.223700 2.701200 -0.12 0.03 -0.01
H -4.851500 0.201200 2.822600 0.11 0.00 0.00
H -5.498400 0.486200 -0.810400 0.04 0.11 -0.01
H -6.166800 0.722200 0.822800 0.14 0.08 -0.07
H -5.803900 -1.652100 0.952200 -0.01 0.01 -0.15
H -4.508300 2.253100 0.609300 -0.08 -0.13 -0.19
H -2.955600 1.778300 -0.078400 -0.32 -0.12 0.00
H -3.853100 -1.559400 -0.511100 0.19 0.01 0.18
H -2.519900 -1.381800 0.644500 -0.07 0.00 -0.11
C 0.067900 10.794200 -5.210600 0.07 -0.01 0.01
C -0.526800 9.567700 -4.579600 0.54 -0.51 -0.03
C -1.847300 9.542400 -4.162900 -0.12 -0.02 0.00
C -2.414200 8.401200 -3.629400 0.52 -0.67 0.08
C -1.650700 7.220600 -3.497600 -0.47 0.63 -0.08
N -2.301600 6.068200 -3.063200 -0.51 0.46 -0.33
C -1.859000 4.913600 -2.434200 -0.19 -0.72 0.22
O -2.542900 3.910900 -2.489700 0.39 0.42 0.10
N -0.674900 5.054900 -1.755600 0.01 0.52 -0.46
C -0.146600 4.156100 -0.818100 0.63 0.17 1.21
C 0.705400 4.643000 0.190000 -0.51 -0.71 -0.43
C 1.121100 3.758000 1.176100 -0.18 0.52 -0.16
C 0.698500 2.448000 1.148500 -0.51 -0.30 -0.09
N -0.048900 1.963400 0.134600 1.12 0.67 -0.34
C -0.447800 2.807000 -0.826300 -0.47 -0.39 -0.05
C -0.318100 7.245000 -3.898600 0.20 -0.08 0.00
C 0.236500 8.395400 -4.430400 -0.60 0.67 0.01
H -0.658600 11.606000 -5.233400 0.03 0.04 -0.02
H 0.381100 10.585700 -6.236500 0.00 0.06 0.01
H 0.946600 11.134500 -4.659500 0.00 0.05 -0.03
H -2.453900 10.435000 -4.261300 -0.01 0.03 -0.01
H -3.448100 8.394000 -3.317100 -0.09 0.00 0.06
H -3.277100 6.003600 -3.321000 0.19 -0.17 0.10
H -0.336200 6.005400 -1.671800 -0.08 -0.23 0.05
H 0.996000 5.684400 0.208800 0.01 0.13 0.03
H 1.726700 4.102500 2.002200 0.05 -0.04 -0.01
H 0.950100 1.761900 1.946800 0.07 -0.13 -0.17
H -1.084100 2.409400 -1.606600 0.12 -0.19 0.14
H 0.278400 6.346700 -3.831400 0.01 -0.08 -0.02
H 1.264300 8.388600 -4.766000 0.10 -0.03 0.01
C 0.440500 -3.828800 -2.820100 0.29 0.40 0.47
Si 1.308900 -2.541500 -1.680800 0.11 0.02 -0.56
C 1.520100 -0.956100 -2.714400 0.05 -0.52 0.18
C 3.023400 -3.268500 -1.230800 -0.64 0.27 -0.14
N 0.391900 -2.096600 -0.300100 0.23 0.78 -0.78
C 0.007600 -2.849700 0.747700 -0.33 -0.02 0.37
C -0.572700 -2.224200 1.874800 0.03 0.22 0.22
C -1.032400 -2.955800 2.945100 -0.01 -0.11 0.08
C -0.917300 -4.341500 2.957500 -0.05 -0.30 0.23
C -0.327200 -4.976000 1.874600 -0.03 -0.14 0.16
C 0.123500 -4.253300 0.791300 0.13 0.14 -0.22
H 0.996900 -3.974200 -3.741700 0.22 0.02 -0.21
H -0.552700 -3.479800 -3.082400 -0.23 0.15 0.00
H 0.334400 -4.799600 -2.346100 -0.02 -0.21 0.14
H 2.091400 -1.118300 -3.623800 0.21 -0.19 -0.27
H 2.028100 -0.198600 -2.124800 0.12 0.09 0.10
H 0.546000 -0.560700 -2.995900 -0.12 -0.04 -0.02
H 3.596200 -3.518200 -2.118200 0.10 -0.08 -0.29
H 2.927100 -4.167800 -0.630000 -0.05 -0.21 0.14
H 3.595900 -2.548100 -0.658000 0.10 0.24 0.14
H -0.621800 -1.130900 1.885900 -0.07 -0.30 0.09
H -1.479500 -2.449500 3.791400 0.00 0.10 0.02
H -1.257700 -4.916900 3.808600 -0.06 -0.02 0.03
H -0.216500 -6.056300 1.872700 -0.01 0.01 0.01
H 0.571000 -4.759100 -0.051500 0.04 -0.13 -0.09
C 8.479000 -1.761700 0.620600 -0.10 0.05 -0.01
C 7.051200 -1.352800 0.858700 0.07 -0.01 0.03
C 6.165800 -2.186100 1.522500 0.07 0.08 -0.07
C 4.843100 -1.814500 1.731000 -0.07 0.13 0.02
C 3.892200 -2.724800 2.446800 0.03 0.03 0.05
C 4.403800 -0.576900 1.263200 -0.25 0.04 0.04
C 5.281800 0.276400 0.594200 0.01 -0.04 0.00
C 4.803700 1.607800 0.094300 -0.04 0.00 -0.10
C 6.596800 -0.122400 0.403400 -0.03 -0.07 0.03
C 2.936500 -0.169700 1.465500 0.69 -0.15 0.24
O 2.531700 0.002500 2.609600 -0.20 0.10 0.34
O 2.310100 -0.053400 0.376700 -1.09 0.12 -0.73
H 8.691000 -2.724600 1.080500 0.05 -0.07 0.03
H 9.164000 -1.021600 1.035400 0.11 0.00 0.00
H 8.677300 -1.841800 -0.448700 0.10 -0.03 -0.06
H 6.514400 -3.147200 1.881400 -0.02 -0.11 0.02
H 4.311100 -3.724800 2.556600 -0.01 -0.05 -0.02
H 2.948500 -2.785300 1.908500 -0.15 -0.11 0.00
H 3.666400 -2.316400 3.430200 -0.09 -0.02 0.08
H 4.515100 2.244700 0.930500 -0.02 0.11 0.05
H 3.914800 1.475900 -0.519000 -0.04 0.03 -0.05
H 5.574100 2.110600 -0.489500 0.06 0.05 0.02
H 7.284800 0.529000 -0.123600 0.03 0.11 -0.04

Entry 2:
7
Properties=species:S:1:pos:R:3:forces:R:3 method="wB97M-V/def2-TZVPD" s2=20.015 homo_energy_ev="-10.950 / -11.879" spin_multiplicity=9 charge=+1 de_lowest_ev=0.0000 energy_ha=-1044.1218
Li -2.954442 0.684160 0.228319 0.50 -0.11 -0.36
Eu 1.859388 -1.372733 0.312249 -1.24 0.66 -0.51
O 0.929959 0.741737 -0.097117 0.64 -0.17 1.77
C -0.313178 0.502791 0.125012 -1.50 -1.97 -4.98
O -1.252377 1.205704 -0.340605 -0.54 1.90 1.91
C -0.714649 -0.952029 -0.153972 2.19 -0.89 2.13
F -2.048596 -1.209386 0.106992 -0.04 0.58 0.04

Entry 3:
14
Properties=species:S:1:pos:R:3:forces:R:3 method="wB97M-V/def2-TZVPD" s2=0.753 homo_energy_ev="-8.391 / -8.391" spin_multiplicity=2 charge=0 de_lowest_ev=0.7226 energy_ha=-426.3814
O -2.014908 1.693687 0.043625 1.13 0.57 -1.42
O -1.134692 0.412441 1.652506 1.07 -0.45 0.21
C -2.190710 1.127622 1.163418 -2.38 -0.45 1.02
O -3.228199 1.094297 1.824181 1.13 0.20 -0.50
H 1.685408 0.957036 -0.316863 0.05 -0.23 0.07
Li -0.634313 1.768085 -1.116311 -0.71 0.00 0.60
O 0.827061 0.615833 -0.591615 -0.15 0.84 -0.14
H -0.395442 0.457409 1.024485 -0.43 0.15 0.27
C 0.929238 -0.713481 -1.100765 2.71 -1.75 -0.95
C 1.280937 -1.720989 -0.079808 -0.66 0.07 1.78
H 1.915211 -0.877152 -1.679948 -2.02 1.20 -0.59
H 0.671182 -1.779099 0.824555 0.07 -0.25 -0.23
H -0.009684 -0.928089 -1.637626 0.56 0.11 0.06
H 2.298911 -2.107600 -0.009834 -0.40 0.01 -0.20